# 1
12
Properties=species:S:1:pos:R:3:forces:R:3 method="wB97M-V/def2-TZVPD" homo_energy_ha=-0.40879 gap_ha=0.39560 total_charge=0 multiplicity=1
O 1.2623 -1.3684 -0.9620 4.24 2.58 -2.01
N -2.4925 1.1326 -1.0731 -0.63 0.00 -0.60
N 2.2896 1.8123 0.1390 -3.47 -5.97 0.05
C 0.6828 -0.2349 -0.4066 -0.72 2.76 0.61
C 1.6382 0.7837 0.0729 4.51 6.41 -0.39
C -2.1786 0.3362 -0.3120 1.16 -0.12 0.85
C -0.1792 -0.3955 0.8334 2.00 -3.83 1.63
C -1.4712 -0.3220 0.7861 -3.53 1.33 0.67
H 0.2114 -0.9315 1.8557 -0.33 1.70 -2.85
H 0.1537 0.4663 -1.1690 0.16 -1.64 0.91
H -2.0937 -0.4318 1.7009 0.54 -0.25 -0.81
H 2.1773 -0.8471 -1.4654 -3.93 -2.97 1.94

---

# 2
19
Properties=species:S:1:pos:R:3:forces:R:3 method="wB97M-V/def2-TZVPD" homo_energy_ha=-0.34163 smiles=CCO[C@H]1C[C@H]1C gap_ha=0.38412 total_charge=0 multiplicity=1
O 0.0884 0.3975 0.8505 0.01 -0.05 0.06
C 2.0091 -0.9424 0.1148 0.12 -0.05 0.11
C -0.0749 -1.7458 -1.2320 -0.05 0.00 0.02
C 1.1154 -0.8247 -1.0981 -0.03 -0.02 -0.15
C 1.1405 0.2582 -0.0495 0.18 0.08 -0.11
C -0.9664 1.1971 0.3448 -0.16 0.17 -0.10
C -1.8549 1.6076 1.5030 -0.02 -0.02 0.03
H -0.5734 -1.8681 -0.2648 0.07 0.01 -0.14
H 1.6175 1.2053 -0.3157 -0.09 -0.16 0.04
H -0.5536 2.0892 -0.1533 -0.02 -0.12 0.08
H -0.8075 -1.3488 -1.9445 0.11 -0.06 0.10
H -1.2773 2.1711 2.2422 -0.08 -0.08 -0.11
H 1.6151 -0.5762 -2.0335 -0.09 -0.03 0.16
H 3.0843 -0.8332 0.0074 -0.18 0.00 0.00
H -2.2771 0.7269 1.9967 0.06 0.11 -0.07
H -1.5373 0.6367 -0.4116 0.09 0.07 0.10
H 0.2342 -2.7362 -1.5853 -0.04 0.15 0.07
H 1.6974 -1.6507 0.8781 0.01 0.11 -0.11
H -2.6795 2.2365 1.1507 0.12 -0.10 0.03

---

# 3
53
Properties=species:S:1:pos:R:3:forces:R:3 method="wB97M-V/def2-TZVPD" homo_energy_ha=-0.52639 gap_ha=0.26482 total_charge=+2 multiplicity=1
Lu 1.5222 0.2711 -0.5398 1.02 0.23 2.09
Cl 2.7173 -0.4284 1.4862 -0.24 0.38 -1.21
P -0.5178 -1.0311 0.6104 -1.59 -1.87 0.04
O 4.8477 3.0695 -1.0387 -1.16 1.14 0.37
N 4.8419 5.2268 -0.2044 0.64 0.15 -1.16
N 1.1547 2.3282 0.2613 0.73 1.27 0.08
C -0.5799 -3.9101 0.6182 -0.02 0.53 0.06
C 1.0517 4.4274 1.4357 0.13 0.12 0.38
C 0.6428 3.1220 1.2609 0.58 -0.91 -1.40
C -0.8363 -2.7885 2.7555 0.09 0.21 -0.31
C 4.2667 4.0487 -0.5799 1.13 0.80 -0.24
C 0.0307 -1.5395 -1.0974 0.33 0.08 -0.93
C -0.6664 -2.7256 1.3672 0.57 0.18 0.21
C -3.3174 -1.3014 0.0911 -0.03 0.26 -0.04
C 1.9246 -2.1142 -2.5871 0.03 -0.23 0.78
C 2.1699 4.8889 0.7386 0.37 -0.49 -0.40
C -2.2692 -0.4831 0.5481 0.34 0.54 -0.57
C -0.7962 -5.1795 2.6347 0.17 -0.13 0.32
C 1.1087 -1.8208 -3.6798 -0.12 0.47 -0.72
C 2.2336 2.7796 -0.4484 -1.39 0.20 1.03
C 1.3818 -2.0481 -1.2897 -1.13 -0.39 -0.29
C -0.6608 -1.0559 -2.2302 -0.35 -0.60 0.73
C -2.5261 0.8511 0.9301 0.00 -0.48 -0.38
C 2.7998 4.0353 -0.2152 -0.13 -1.31 1.05
C -0.1675 -1.2809 -3.5113 0.12 -0.23 -0.56
C -4.8831 0.5209 0.4581 0.41 0.09 0.25
C -3.8338 1.3317 0.8978 -0.01 0.04 -0.01
C -4.6163 -0.7834 0.0525 0.15 -0.32 -0.11
C -0.6412 -5.1429 1.2508 -0.02 0.20 0.32
C -0.8963 -4.0121 3.4018 -0.11 -0.29 -0.51
H -0.5403 -6.0629 0.6753 -0.12 0.26 0.17
H -4.0415 2.3488 1.2066 0.03 -0.02 -0.02
H -5.9022 0.9097 0.4388 0.32 -0.13 -0.02
H -3.1162 -2.3114 -0.2844 -0.10 0.33 0.35
H -0.9327 1.7206 -2.6962 0.71 -0.21 -0.59
H 0.5932 5.0284 2.2352 0.31 -0.32 -0.49
H -0.4000 1.4465 -3.1854 -0.65 0.49 0.61
H 1.9290 -2.4228 -0.4142 -0.04 0.13 -0.35
H -0.9205 -1.8623 3.3065 0.04 0.01 0.22
H -0.7912 -1.0543 -4.3951 0.48 -0.05 0.61
H 1.4773 -1.9813 -4.6974 -0.04 0.07 0.41
H -1.6529 -0.6120 -2.0821 0.43 -0.14 -0.11
H -5.4348 -1.4019 -0.3094 0.21 0.05 0.07
H 2.6015 5.8512 1.0787 -0.30 -0.71 -0.53
H -0.8011 -6.1430 3.1345 -0.09 0.11 -0.03
H -1.6803 1.4999 1.1886 -0.52 -0.26 0.10
H 2.9645 -2.4392 -2.7334 -0.59 -0.01 0.08
H -1.0216 -4.0595 4.4801 0.04 -0.03 -0.22
H -0.0187 2.6123 1.9401 -0.38 0.14 -0.03
H 5.7107 5.5192 -0.6836 -0.61 -0.49 0.71
H 2.7558 2.0377 -1.1427 -0.11 1.34 0.51
H -0.4766 -3.8680 -0.4552 0.06 -0.07 -0.11
H 4.2129 5.9886 0.0175 0.42 -0.11 -0.18

---

# 4
19
Properties=species:S:1:pos:R:3:forces:R:3 method="wB97M-V/def2-TZVPD" homo_energy_ha=-0.24436 gap_ha=0.22152 total_charge=0 multiplicity=1
C -0.3162 -0.5537 0.5332 -0.45 -0.13 -0.70
C 0.1591 -2.0001 0.1013 -0.95 1.54 0.32
C 1.6491 0.9340 1.1883 -2.35 -0.32 -0.38
C -2.3401 0.8136 -0.1083 -1.55 3.45 1.63
C 0.7726 0.5443 0.1791 0.92 0.65 -2.96
C 1.3466 0.5888 -1.4395 0.85 -2.42 4.20
C -0.9310 0.4342 -0.2997 0.18 -1.02 0.41
H 2.4483 0.7501 -1.4158 -0.77 0.23 -0.15
H 1.1792 1.4941 1.9754 0.36 -0.36 1.03
H -2.6170 1.7303 -0.6690 0.17 -0.93 -0.98
H -0.6195 -0.4706 1.6130 -0.03 -0.58 -0.51
H 0.7366 1.3534 -1.8836 0.16 -0.30 -0.56
H 2.6188 0.4532 1.2543 0.47 1.15 -0.45
H -0.4452 -2.6900 0.6978 1.09 -0.07 0.85
H -0.2223 -2.3491 -0.8638 0.64 0.94 -0.45
H -3.0702 0.0112 -0.2484 0.56 -0.19 -0.48
H 1.1956 -0.4922 -1.6068 -0.25 0.84 -1.46
H 1.2437 -1.8722 0.1846 -0.20 -1.48 0.13
H -2.7881 1.3207 0.8079 1.13 -1.01 0.51